1.
A single C22H26N2O5S molecule. Source: the Open Molecules 2025 dataset; level of theory: ωB97M-V/def2-TZVPD.

The geometry in XYZ format:
```
56
Properties=species:S:1:pos:R:3:nbo_charge:R:1
C 3.12 2.96 -0.24 -0.6228
C 4.28 2.50 0.64 -0.3963
C 4.35 0.97 0.78 -0.4274
S 4.56 0.13 -0.83 0.3220
C 3.03 -0.68 -0.68 0.3466
N 2.60 -1.50 -1.56 -0.5396
C 1.42 -2.17 -1.32 0.2807
C 1.11 -3.19 -2.35 -0.6526
C 0.66 -1.92 -0.22 -0.1985
C -0.60 -2.62 0.03 0.7721
O -1.12 -3.42 -0.72 -0.6165
O -1.13 -2.27 1.22 -0.5259
C -2.41 -2.82 1.53 -0.1204
C -3.55 -1.87 1.16 -0.0948
O -3.94 -1.02 2.21 -0.5346
C -3.01 -0.02 2.53 -0.2530
C 1.03 -0.83 0.76 -0.0897
C 0.11 0.36 0.68 -0.1843
C -0.71 0.60 -0.34 -0.2123
C -1.63 1.73 -0.43 -0.0505
C -1.35 2.96 0.15 -0.1872
C -2.24 4.01 0.04 -0.2454
C -3.43 3.84 -0.66 -0.1734
C -3.72 2.62 -1.24 -0.3063
C -2.83 1.56 -1.14 0.3079
O -3.05 0.31 -1.65 -0.5048
C -4.25 0.07 -2.35 -0.2528
N 2.40 -0.37 0.51 -0.4586
C 3.05 0.45 1.38 0.7054
O 2.65 0.75 2.48 -0.5720
H 3.11 4.04 -0.31 0.2217
H 3.22 2.55 -1.24 0.2170
H 2.17 2.63 0.18 0.2065
H 4.16 2.91 1.65 0.2276
H 5.22 2.86 0.23 0.2125
H 5.19 0.70 1.42 0.2560
H 1.92 -3.22 -3.08 0.2273
H 0.97 -4.17 -1.90 0.2422
H 0.17 -2.94 -2.85 0.2427
H -2.41 -3.01 2.61 0.2019
H -2.52 -3.77 0.99 0.2166
H -3.25 -1.29 0.28 0.1839
H -4.44 -2.45 0.92 0.1934
H -2.87 0.67 1.68 0.1705
H -3.42 0.53 3.37 0.1910
H -2.04 -0.44 2.80 0.1683
H 1.01 -1.22 1.79 0.2407
H 0.16 1.02 1.53 0.2151
H -0.77 -0.11 -1.15 0.2243
H -0.42 3.10 0.68 0.2112
H -2.01 4.97 0.49 0.2149
H -4.13 4.65 -0.75 0.2133
H -4.65 2.50 -1.78 0.2207
H -5.12 0.21 -1.72 0.1802
H -4.33 0.70 -3.24 0.1791
H -4.19 -0.98 -2.66 0.2061
```

The spin multiplicity is 1. The LUMO energy is 0.0 eV. The total charge is 0. The energy above the lowest of the compared OMol25 structures with the same formula, charge and spin is 182.3 kJ/mol. For the HOMO-LUMO gap, the calculation gives 0.3116 Ha. The HOMO energy comes out at -8.43 eV.

---

2.
A single C5H8OS molecule. Source: the Open Molecules 2025 dataset; level of theory: ωB97M-V/def2-TZVPD.

The geometry in XYZ format:
```
15
Properties=species:S:1:pos:R:3:nbo_charge:R:1
C 0.96 1.93 0.63 -0.6577
C 0.66 0.58 -0.37 -0.3613
S 1.16 -0.87 0.58 0.1983
C -0.30 -1.92 0.32 -0.5396
C -0.93 -1.17 -0.82 0.0178
O -1.98 -0.24 -1.18 -0.4188
C -0.87 0.24 -0.43 0.0428
H 0.02 2.77 0.50 0.2214
H 2.08 2.33 0.31 0.2419
H 0.65 1.50 1.65 0.2305
H 1.38 0.66 -1.14 0.2283
H -0.11 -2.80 -0.14 0.2195
H -0.94 -2.01 1.25 0.2323
H -0.51 -1.45 -1.78 0.1783
H -1.26 0.46 0.62 0.1663
```

The spin multiplicity is 1. The LUMO energy is 0.8 eV. The total charge is 0. The energy above the lowest of the compared OMol25 structures with the same formula, charge and spin is 554.4 kJ/mol. For the HOMO-LUMO gap, the calculation gives 0.3577 Ha. The HOMO energy comes out at -8.89 eV.

---

3.
A 2-piece molecular cluster, C3H11NO2 overall. Source: the Open Molecules 2025 dataset; level of theory: ωB97M-V/def2-TZVPD.

The geometry in XYZ format:
```
17
Properties=species:S:1:pos:R:3:nbo_charge:R:1
N 0.10 -0.05 2.27 -0.8225
C 1.06 0.36 1.26 -0.2226
C 0.43 0.70 -0.11 -0.4243
C 1.52 0.94 -1.15 -0.0711
O 2.18 -0.32 -1.54 -0.7391
H -0.03 -1.06 2.27 0.3543
H 0.58 0.09 3.16 0.3508
H 1.82 -0.41 1.00 0.1678
H 1.65 1.21 1.62 0.1805
H -0.31 -0.02 -0.46 0.2138
H 0.05 1.73 -0.01 0.2014
H 1.14 1.30 -2.10 0.1876
H 2.27 1.51 -0.58 0.1618
H 3.08 -0.17 -1.32 0.4616
O -5.20 -2.25 -1.19 -0.9314
H -4.55 -1.54 -1.20 0.4662
H -5.79 -2.01 -1.91 0.4652
```

The spin multiplicity is 1. The LUMO energy is 0.9 eV. The total charge is 0. The energy above the lowest of the compared OMol25 structures with the same formula, charge and spin is 85.9 kJ/mol. For the HOMO-LUMO gap, the calculation gives 0.3799 Ha. The HOMO energy comes out at -9.46 eV.

---

4.
An isolated ion of composition C5H14NS and charge +1. Source: the Open Molecules 2025 dataset; level of theory: ωB97M-V/def2-TZVPD.

The geometry in XYZ format:
```
21
Properties=species:S:1:pos:R:3:nbo_charge:R:1
C -0.17 1.22 2.97 -0.6949
S 0.70 0.55 1.41 0.1404
C 0.24 -1.06 0.79 -0.5527
C -0.75 -1.15 -0.45 -0.4631
C -0.23 -0.04 -1.36 -0.0225
C 1.13 -0.21 -1.98 -0.6720
N -1.30 0.11 -2.56 -0.7204
H -0.32 0.47 3.68 0.2226
H 0.31 2.18 3.39 0.2691
H -1.24 1.49 2.73 0.2150
H 1.16 -1.57 0.51 0.2353
H -0.33 -1.60 1.55 0.2524
H -0.75 -2.16 -0.92 0.2306
H -1.77 -0.95 -0.04 0.2328
H -0.39 0.91 -0.83 0.2492
H 0.93 -1.04 -2.67 0.2110
H 1.75 0.61 -2.40 0.2708
H 1.76 -0.69 -1.12 0.2609
H -2.00 0.86 -2.45 0.4493
H -1.77 -0.79 -2.47 0.4359
H -0.75 0.15 -3.46 0.4503
```

The spin multiplicity is 1. The LUMO energy is -3.4 eV. The total charge is +1. The energy above the lowest of the compared OMol25 structures with the same formula, charge and spin is 168.5 kJ/mol. For the HOMO-LUMO gap, the calculation gives 0.3151 Ha. The HOMO energy comes out at -11.99 eV.

---

5.
C18H32BrKN4S2 as an isolated structure. Source: the Open Molecules 2025 dataset; level of theory: ωB97M-V/def2-TZVPD.

The geometry in XYZ format:
```
58
Properties=species:S:1:pos:R:3:nbo_charge:R:1
K -1.51 -1.35 1.77 0.8091
C -3.29 -1.14 4.55 -0.3596
C -3.33 0.17 4.08 -0.3758
C -2.07 0.74 4.27 -0.3846
C -1.25 -0.22 4.87 -0.3725
C -2.00 -1.38 5.04 -0.3473
H -4.11 -1.85 4.53 0.1877
H -4.19 0.67 3.63 0.1448
H -1.78 1.75 4.01 0.1766
H -0.21 -0.09 5.14 0.1821
H -1.66 -2.31 5.48 0.1919
C 1.98 3.01 -2.04 -0.6060
C 1.62 2.36 -3.37 -0.3887
C 1.50 0.84 -3.33 -0.4081
C 0.28 0.31 -2.57 -0.2452
N 0.41 0.40 -1.13 -0.6515
C 1.00 -0.33 -0.18 0.3848
S 0.82 0.19 1.40 -0.3829
N 1.70 -1.45 -0.38 -0.6001
C 2.14 -2.20 -1.55 -0.2366
C 3.61 -1.95 -1.89 -0.4058
C 4.61 -2.81 -1.12 -0.3892
C 4.77 -2.42 0.34 -0.6069
H 2.23 4.06 -2.19 0.1895
H 2.84 2.51 -1.58 0.2115
H 1.14 2.97 -1.34 0.2145
H 2.40 2.62 -4.09 0.1858
H 0.69 2.80 -3.75 0.1836
H 2.43 0.42 -2.92 0.2080
H 1.42 0.49 -4.36 0.1918
H 0.06 -0.72 -2.84 0.2275
H -0.60 0.89 -2.84 0.1687
H -0.07 1.20 -0.72 0.4138
H 2.01 -1.84 0.50 0.4174
H 1.52 -1.96 -2.41 0.2035
H 1.97 -3.26 -1.33 0.2215
H 3.86 -0.89 -1.78 0.1962
H 3.74 -2.19 -2.96 0.1872
H 5.59 -2.71 -1.60 0.1795
H 4.33 -3.87 -1.19 0.1955
H 4.95 -1.34 0.45 0.2049
H 5.63 -2.95 0.78 0.1928
H 3.89 -2.69 0.93 0.2160
Br -1.52 -4.24 1.85 -0.9567
C -4.92 1.64 1.52 -0.4084
N -3.92 1.68 0.48 -0.3820
C -3.35 2.83 -0.02 -0.0728
C -2.46 2.50 -0.97 -0.1169
N -2.44 1.14 -1.10 -0.5747
C -3.36 0.57 -0.20 0.2102
S -3.65 -1.05 -0.03 -0.1800
H -5.16 2.65 1.86 0.1890
H -4.54 1.05 2.36 0.2574
H -5.82 1.15 1.13 0.2013
H -3.61 3.81 0.34 0.2075
H -1.83 3.14 -1.57 0.2069
H -1.87 0.60 -1.74 0.4426
H -0.62 -1.95 -0.23 -0.7487
```

The spin multiplicity is 1. The LUMO energy is 4.1 eV. The total charge is -2. The energy above the lowest of the compared OMol25 structures with the same formula, charge and spin is 0.0 kJ/mol. For the HOMO-LUMO gap, the calculation gives 0.1224 Ha. The HOMO energy comes out at 0.76 eV.

---

6.
C5H7N3O2S as an isolated structure. Source: the Open Molecules 2025 dataset; level of theory: ωB97M-V/def2-TZVPD.

The geometry in XYZ format:
```
18
Properties=species:S:1:pos:R:3:nbo_charge:R:1
C 0.63 1.88 -0.09 -0.5089
C 0.41 0.50 -0.15 0.1299
C 1.75 -0.07 0.04 0.1913
C -1.91 0.75 -0.38 -0.4040
C -1.07 -1.30 0.32 -0.4042
N 2.74 0.65 0.32 -0.5057
N -0.78 -0.16 -0.37 -0.4149
N 2.00 -1.45 -0.16 0.5069
O 1.19 -2.13 -0.76 -0.3907
O 3.04 -1.88 0.23 -0.3348
S 2.30 2.24 0.21 0.6631
H -0.04 2.76 0.21 0.2575
H -1.97 1.36 0.44 0.1784
H -1.85 1.38 -1.27 0.2078
H -2.89 0.23 -0.38 0.2149
H -1.08 -2.25 -0.32 0.2297
H -0.47 -1.45 1.23 0.1925
H -2.02 -1.07 0.87 0.1912
```

The spin multiplicity is 1. The LUMO energy is -0.5 eV. The total charge is 0. The energy above the lowest of the compared OMol25 structures with the same formula, charge and spin is 551.6 kJ/mol. For the HOMO-LUMO gap, the calculation gives 0.3019 Ha. The HOMO energy comes out at -8.72 eV.

---

7.
C28H38AuBFN7S4 as an isolated structure. Source: the Open Molecules 2025 dataset; level of theory: ωB97M-V/def2-TZVPD.

The geometry in XYZ format:
```
80
Properties=species:S:1:pos:R:3:lowdin_charge:R:1
Au -0.12 1.24 -2.46 0.6534
C -2.08 -5.35 0.33 -0.0666
C -0.90 -5.16 1.29 -0.5479
C 0.36 -5.81 0.71 -0.0232
C -1.26 -5.82 2.63 -0.0440
N -0.60 -3.74 1.51 0.0100
C -0.26 -3.17 2.71 -0.0243
C 0.07 -1.88 2.48 -0.0620
N -0.04 -1.64 1.14 0.0487
B 0.22 -0.34 0.36 -0.7212
N -0.40 0.87 1.10 0.0673
C -1.45 0.84 1.98 -0.0568
C -1.92 2.10 2.12 -0.0220
N -1.18 2.93 1.32 0.0101
C -0.27 2.15 0.69 -0.6637
S 0.88 2.66 -0.44 0.7680
C -1.26 4.40 1.25 -0.5424
C -1.35 4.86 -0.21 -0.0537
C 0.00 4.96 1.91 -0.0292
C -2.52 4.88 1.97 -0.0386
N 1.74 -0.18 0.18 0.0277
C 2.63 -0.13 1.22 -0.0447
C 3.88 -0.11 0.71 -0.0309
N 3.78 -0.16 -0.66 0.0050
C 2.46 -0.18 -0.97 -0.6737
S 1.85 -0.24 -2.55 0.6377
C 4.91 -0.17 -1.61 -0.5521
C 4.89 -1.49 -2.38 -0.0385
C 6.23 -0.07 -0.84 -0.0503
C 4.81 1.03 -2.56 -0.0511
C -0.45 -2.79 0.56 -0.7244
S -0.79 -2.91 -1.08 0.7294
H -2.43 -6.38 0.38 0.0866
H -1.80 -5.13 -0.69 0.0228
H -2.91 -4.69 0.60 0.0848
H 0.19 -6.86 0.52 0.0915
H 1.19 -5.71 1.42 0.0874
H 0.64 -5.33 -0.22 0.0689
H -1.54 -6.85 2.45 0.0899
H -2.11 -5.31 3.09 0.0959
H -0.42 -5.82 3.31 0.0772
H -0.28 -3.71 3.64 0.1144
H 0.38 -1.13 3.18 0.1207
H -0.29 -0.40 -0.71 0.0175
H -1.81 -0.07 2.42 0.1137
H -2.75 2.44 2.70 0.1186
H -0.39 4.81 -0.71 0.0282
H -1.69 5.90 -0.24 0.0881
H -2.07 4.26 -0.76 0.0773
H 0.89 4.58 1.41 0.0453
H 0.05 4.68 2.96 0.0896
H 0.01 6.04 1.84 0.0915
H -3.40 4.50 1.47 0.0941
H -2.55 5.97 1.91 0.0916
H -2.53 4.60 3.02 0.0813
H 2.31 -0.11 2.24 0.1168
H 4.82 -0.05 1.23 0.1126
H 5.00 -2.34 -1.71 0.0914
H 5.72 -1.50 -3.09 0.0906
H 3.96 -1.60 -2.93 0.0313
H 6.37 -0.91 -0.16 0.0855
H 6.28 0.86 -0.27 0.0885
H 7.05 -0.07 -1.55 0.0907
H 3.97 0.91 -3.24 0.0237
H 5.72 1.11 -3.14 0.0868
H 4.67 1.94 -1.99 0.0930
F -6.04 2.93 -2.48 0.0489
C -4.73 2.60 -2.47 -0.2808
C -4.20 1.95 -1.38 -0.0138
C -2.85 1.65 -1.39 -0.1793
C -2.04 1.96 -2.46 -0.3167
C -2.60 2.61 -3.55 -0.1305
C -3.95 2.94 -3.56 -0.0211
H -4.83 1.65 -0.55 0.1184
H -2.45 1.12 -0.54 0.0261
H -1.99 2.87 -4.41 0.0890
H -4.39 3.45 -4.40 0.1131
S -2.97 -1.51 -0.27 0.6686
C -4.12 -2.02 -1.31 -0.8572
N -4.96 -2.39 -2.02 0.0517
```

The spin multiplicity is 3. The LUMO energy (alpha / beta) is 0.3 / -1.9 eV. The total charge is 0. The energy above the lowest of the compared OMol25 structures with the same formula, charge and spin is 60.2 kJ/mol. For the HOMO-LUMO gap (alpha / beta), the calculation gives 0.2705 / 0.2131 Ha. The HOMO energy (alpha / beta) comes out at -7.08 / -7.74 eV.

---

8.
A 4-piece molecular cluster, C31H44Br2FN4O2P overall. Source: the Open Molecules 2025 dataset; level of theory: ωB97M-V/def2-TZVPD.

The geometry in XYZ format:
```
85
Properties=species:S:1:pos:R:3:lowdin_charge:R:1
C 1.45 0.84 0.75 -0.0022
C 0.95 1.33 2.09 -0.3410
F 1.68 0.72 3.10 -0.0269
C -0.53 1.20 2.33 -0.0867
C -1.20 0.11 2.75 -0.2248
P -0.42 -1.52 3.02 0.9692
C -1.69 -2.62 3.75 -0.3049
C -0.36 -2.19 1.28 -0.2711
C -2.65 0.28 3.04 -0.3422
O -3.21 -0.32 3.91 0.1048
C -3.37 1.24 2.17 -0.0824
C -4.71 1.00 1.87 0.0235
C -5.37 1.89 1.04 -0.0047
C -4.74 3.03 0.51 -0.1375
C -5.60 3.89 -0.39 -0.1200
C -6.25 3.07 -1.54 -0.2602
N -6.10 3.73 -2.85 -0.0043
C -3.39 3.30 0.85 -0.1487
C -2.74 4.54 0.29 -0.7131
Br -2.62 5.94 1.64 0.7609
C -1.41 4.33 -0.45 -0.7344
C -1.38 3.03 -1.23 -0.1321
Br -1.28 5.78 -1.79 0.6932
C -2.71 2.37 1.68 -0.0311
C -1.29 2.49 2.13 -0.2853
O -0.74 3.53 2.36 0.0934
H 0.77 1.12 -0.04 0.0740
H 1.66 -0.22 0.74 0.0730
H 2.38 1.36 0.54 0.0678
H 1.18 2.39 2.16 0.1390
H -1.75 -2.52 4.83 0.0363
H -1.38 -3.64 3.52 0.0341
H -2.67 -2.48 3.30 0.0330
H 0.60 -2.67 1.13 0.0272
H -1.17 -2.90 1.15 0.0099
H -0.49 -1.36 0.61 0.0248
H -5.21 0.14 2.29 0.1234
H -6.40 1.70 0.81 0.1217
H -5.05 4.70 -0.85 0.0864
H -6.37 4.34 0.22 0.1269
H -7.31 3.00 -1.33 0.1003
H -5.83 2.07 -1.57 0.1057
H -5.47 4.52 -2.81 0.0526
H -5.74 3.10 -3.55 0.0606
H -3.39 4.98 -0.44 0.0148
H -0.56 4.49 0.19 0.0649
H -2.32 2.92 -1.76 0.0874
H -0.56 3.03 -1.94 0.0710
H -1.28 2.16 -0.59 0.0658
C 6.54 2.92 1.74 -0.1053
C 5.59 1.77 1.43 -0.2615
C 6.23 0.67 0.58 -0.1877
C 6.66 1.19 -0.73 -0.2475
N 6.99 1.60 -1.74 0.1463
H 6.85 3.43 0.82 0.0720
H 6.05 3.66 2.37 0.0735
H 7.43 2.57 2.26 0.0782
H 4.70 2.15 0.92 0.0974
H 5.24 1.32 2.37 0.1112
H 5.52 -0.14 0.40 0.0980
H 7.09 0.24 1.08 0.1253
C 6.68 -2.93 -3.57 -0.1058
C 5.25 -3.15 -3.11 -0.2592
C 4.95 -2.48 -1.76 -0.1947
C 5.80 -3.03 -0.70 -0.2503
N 6.47 -3.46 0.12 0.1503
H 7.39 -3.38 -2.87 0.0715
H 6.85 -3.39 -4.54 0.0722
H 6.92 -1.87 -3.65 0.0780
H 5.04 -4.22 -3.05 0.1104
H 4.56 -2.73 -3.86 0.1079
H 3.90 -2.64 -1.48 0.1141
H 5.12 -1.41 -1.82 0.1056
C -3.34 -6.38 -2.30 -0.1088
C -1.87 -6.29 -1.92 -0.2601
C -1.61 -5.24 -0.84 -0.1961
C -1.99 -3.90 -1.29 -0.2608
N -2.30 -2.86 -1.67 0.1563
H -3.70 -5.45 -2.73 0.0713
H -3.49 -7.16 -3.05 0.0728
H -3.97 -6.62 -1.44 0.0773
H -1.27 -6.06 -2.80 0.1118
H -1.53 -7.26 -1.54 0.1080
H -0.55 -5.21 -0.57 0.1157
H -2.17 -5.47 0.07 0.1205
```

The spin multiplicity is 1. The LUMO energy is -1.2 eV. The total charge is 0. For the HOMO-LUMO gap, the calculation gives 0.2673 Ha. The HOMO energy comes out at -8.46 eV.